C54H144B5F20N9O18 | ωB97M-V/def2-TZVPD

Positions of all 250 atoms, in Å:
1 C -0.148 -3.797 8.181
2 O 0.868 -4.176 7.273
3 C 2.180 -4.095 7.794
4 C 3.262 -4.385 6.658
5 N 3.065 -3.519 5.381
6 H 3.854 -3.763 4.800
7 H 2.256 -3.723 4.813
8 C 3.047 -1.981 5.622
9 C 3.302 -1.280 4.248
10 O 2.353 -1.802 3.281
11 C 2.009 -0.966 2.235
12 H -0.220 -2.714 8.282
13 H -0.132 -4.229 9.182
14 H -1.107 -4.046 7.728
15 H 2.289 -4.806 8.613
16 H 2.341 -3.079 8.155
17 H 3.241 -5.420 6.316
18 H 4.294 -4.224 6.971
19 H 3.794 -1.633 6.336
20 H 2.070 -1.643 5.967
21 H 4.255 -1.594 3.823
22 H 3.362 -0.193 4.301
23 H 2.817 -0.288 1.960
24 H 1.073 -0.492 2.529
25 H 1.892 -1.648 1.393
26 C -7.195 2.112 3.046
27 O -6.224 1.133 3.289
28 C -5.529 1.510 4.443
29 C -4.559 0.484 5.005
30 N -5.229 -0.859 5.352
31 H -6.017 -0.547 5.901
32 H -5.501 -1.269 4.470
33 C -4.553 -1.948 6.308
34 C -3.245 -2.327 5.708
35 O -2.357 -1.203 5.737
36 C -1.075 -1.436 5.185
37 H -6.843 3.131 2.880
38 H -7.962 2.031 3.816
39 H -7.626 1.843 2.081
40 H -6.195 1.902 5.212
41 H -4.868 2.321 4.137
42 H -4.173 0.895 5.938
43 H -3.771 0.161 4.324
44 H -5.327 -2.706 6.427
45 H -4.303 -1.415 7.225
46 H -3.190 -2.744 4.702
47 H -2.808 -3.174 6.236
48 H -0.395 -1.887 5.907
49 H -0.703 -0.448 4.915
50 H -1.110 -2.045 4.282
51 C -1.314 -9.266 -7.431
52 O -1.004 -7.887 -7.399
53 C -1.256 -7.220 -8.679
54 C -0.498 -5.870 -8.596
55 N -1.142 -4.889 -7.580
56 H -1.988 -4.477 -7.948
57 H -1.422 -5.297 -6.700
58 C -0.215 -3.690 -7.302
59 C -0.931 -2.627 -6.455
60 O -1.644 -3.078 -5.354
61 C -2.358 -2.061 -4.638
62 H -2.351 -9.462 -7.702
63 H -1.013 -9.584 -6.432
64 H -0.733 -9.799 -8.183
65 H -2.331 -7.112 -8.820
66 H -0.775 -7.772 -9.487
67 H -0.385 -5.426 -9.585
68 H 0.530 -6.060 -8.284
69 H 0.179 -3.244 -8.216
70 H 0.612 -4.171 -6.779
71 H -1.570 -2.021 -7.096
72 H -0.247 -1.890 -6.036
73 H -2.914 -2.623 -3.888
74 H -3.101 -1.647 -5.320
75 H -1.639 -1.402 -4.152
76 C -6.543 4.705 0.088
77 O -6.049 3.359 0.139
78 C -6.429 2.678 -0.997
79 C -6.001 1.197 -0.701
80 N -4.578 1.206 -0.191
81 H -3.936 1.188 -0.971
82 H -4.347 1.994 0.397
83 C -4.225 -0.046 0.703
84 C -2.840 0.024 1.246
85 O -2.818 1.270 1.970
86 C -1.501 1.512 2.527
87 H -5.774 5.258 0.627
88 H -7.534 4.758 0.539
89 H -6.738 5.100 -0.909
90 H -5.951 3.037 -1.908
91 H -7.507 2.663 -1.159
92 H -5.995 0.445 -1.489
93 H -6.654 0.919 0.127
94 H -4.382 -0.943 0.103
95 H -4.843 0.052 1.595
96 H -2.013 0.135 0.545
97 H -2.621 -0.813 1.909
98 H -1.282 0.902 3.403
99 H -1.384 2.540 2.869
100 H -0.746 1.482 1.741
101 C 5.328 1.161 1.300
102 O 5.084 1.320 2.688
103 C 6.151 1.965 3.402
104 C 6.199 3.494 3.279
105 N 4.915 4.295 3.462
106 H 5.032 5.190 3.009
107 H 4.196 3.789 2.966
108 C 4.417 4.535 4.902
109 C 3.599 3.414 5.354
110 O 2.570 3.265 4.392
111 C 1.286 3.019 5.028
112 H 6.205 0.515 1.278
113 H 5.411 2.108 0.766
114 H 4.460 0.654 0.877
115 H 7.106 1.551 3.077
116 H 6.011 1.744 4.460
117 H 6.521 3.729 2.265
118 H 6.966 3.954 3.902
119 H 3.891 5.489 4.872
120 H 5.249 4.606 5.604
121 H 3.205 3.639 6.345
122 H 4.141 2.487 5.544
123 H 1.015 3.682 5.850
124 H 1.293 2.001 5.415
125 H 0.469 3.030 4.306
126 C 5.055 3.707 -2.184
127 O 4.531 3.150 -3.359
128 C 5.452 2.373 -4.115
129 C 4.851 1.939 -5.452
130 N 4.114 3.091 -6.177
131 H 3.794 3.746 -5.478
132 H 4.842 3.659 -6.587
133 C 2.980 2.786 -7.143
134 C 2.035 3.968 -6.925
135 O 1.757 4.243 -5.527
136 C 0.822 3.272 -5.009
137 H 5.003 3.069 -1.302
138 H 4.391 4.536 -1.940
139 H 6.005 4.212 -2.355
140 H 5.546 1.388 -3.658
141 H 6.479 2.734 -4.169
142 H 4.117 1.143 -5.329
143 H 5.614 1.443 -6.052
144 H 2.546 1.796 -7.000
145 H 3.394 2.717 -8.149
146 H 1.184 3.723 -7.560
147 H 2.309 4.922 -7.376
148 H 0.000 3.052 -5.691
149 H 0.399 3.628 -4.069
150 H 1.357 2.341 -4.825
151 C -0.839 -2.785 0.524
152 O -0.357 -1.653 -0.127
153 C -0.135 -1.994 -1.455
154 C 0.205 -0.675 -2.278
155 N 1.341 0.097 -1.593
156 H 1.098 0.131 -0.614
157 H 2.168 -0.475 -1.686
158 C 1.558 1.529 -2.138
159 C 2.319 2.256 -0.942
160 O 1.584 2.081 0.227
161 C 1.937 2.760 1.390
162 H -1.839 -3.058 0.187
163 H -0.851 -2.722 1.612
164 H -0.159 -3.635 0.478
165 H -0.899 -2.569 -1.978
166 H 0.744 -2.617 -1.618
167 H -0.679 -0.045 -2.186
168 H 0.459 -0.860 -3.322
169 H 0.539 1.883 -2.292
170 H 2.111 1.540 -3.077
171 H 2.454 3.309 -1.186
172 H 3.278 1.753 -0.818
173 H 1.553 3.779 1.450
174 H 3.018 2.787 1.531
175 H 1.514 2.308 2.287
176 C -0.566 5.009 -1.207
177 O 0.090 6.113 -1.820
178 C 1.501 6.215 -1.731
179 C 1.902 7.545 -2.480
180 N 1.705 7.343 -3.994
181 H 2.483 6.801 -4.341
182 H 0.857 6.810 -4.124
183 C 1.449 8.596 -4.789
184 C 0.738 8.237 -6.078
185 O -0.510 7.578 -5.803
186 C -0.767 6.693 -6.884
187 H -1.651 5.048 -1.119
188 H -0.079 4.718 -0.277
189 H -0.337 4.119 -1.794
190 H 2.206 5.389 -1.828
191 H 1.665 6.441 -0.677
192 H 2.977 7.665 -2.343
193 H 1.323 8.408 -2.151
194 H 2.411 9.041 -5.043
195 H 0.870 9.254 -4.141
196 H 1.409 7.685 -6.736
197 H 0.602 9.141 -6.671
198 H -0.068 5.857 -6.875
199 H -0.677 7.284 -7.795
200 H -1.824 6.425 -6.900
201 C -4.118 -8.295 -0.037
202 O -4.125 -7.567 1.156
203 C -3.627 -6.256 1.027
204 C -3.187 -5.663 2.350
205 N -2.393 -6.704 3.117
206 H -2.913 -7.569 3.085
207 H -1.570 -7.046 2.640
208 C -2.063 -6.241 4.517
209 C -3.232 -6.159 5.420
210 O -3.923 -7.420 5.329
211 C -4.991 -7.480 6.218
212 H -4.328 -7.745 -0.954
213 H -4.896 -9.055 0.036
214 H -3.179 -8.847 -0.076
215 H -4.401 -5.631 0.584
216 H -2.831 -6.169 0.288
217 H -4.104 -5.424 2.889
218 H -2.537 -4.796 2.233
219 H -1.461 -5.343 4.380
220 H -1.328 -6.913 4.961
221 H -3.808 -5.244 5.278
222 H -2.803 -6.044 6.415
223 H -4.719 -7.621 7.264
224 H -5.654 -8.299 5.939
225 H -5.638 -6.603 6.198
226 B 4.028 -1.523 -1.734
227 F 3.413 -1.509 -0.495
228 F 4.735 -0.396 -1.812
229 F 4.844 -2.670 -1.744
230 F 3.182 -1.526 -2.831
231 B 1.065 -4.909 3.139
232 F 0.213 -5.473 2.238
233 F 2.322 -4.507 2.700
234 F 0.510 -3.763 3.617
235 F 1.263 -5.816 4.153
236 B 4.043 6.349 1.241
237 F 4.498 6.854 2.388
238 F 5.122 5.555 0.866
239 F 2.898 5.739 1.524
240 F 3.789 7.344 0.303
241 B -2.585 1.775 -2.525
242 F -3.741 2.478 -2.552
243 F -1.692 1.952 -3.545
244 F -1.869 2.088 -1.375
245 F -2.936 0.480 -2.350
246 B 2.519 -1.213 -6.337
247 F 1.757 -1.139 -7.444
248 F 2.334 -2.494 -5.861
249 F 3.839 -1.073 -6.634
250 F 2.092 -0.348 -5.376

Cartesian forces, eV/Å:
-0.71 0.55 -0.35
0.33 -0.37 -0.19
0.58 0.21 -1.31
-1.58 0.19 -0.13
0.65 1.43 2.29
0.28 0.15 -0.56
-0.90 -0.48 -0.19
0.09 0.29 -1.80
-0.34 -1.65 -0.93
1.20 0.02 2.88
-0.10 -0.38 -0.66
0.44 0.32 0.18
0.49 -0.32 -0.06
0.11 -0.40 -0.10
0.38 -0.04 0.02
0.19 0.13 0.31
-0.43 0.05 -0.06
-0.22 0.39 0.33
0.16 -0.61 0.04
-0.11 -0.66 0.11
0.55 0.04 0.40
-0.49 0.14 0.25
-0.15 0.35 0.12
-0.11 0.60 -0.55
-0.38 0.34 -0.20
-1.16 -0.52 -1.25
0.50 -0.28 0.44
1.16 -0.05 -0.23
-0.07 -1.29 0.16
1.04 1.10 2.67
-1.18 -0.27 -0.03
-0.68 -1.21 -1.33
0.04 2.29 -1.82
1.96 -0.77 -0.52
-0.70 -0.23 0.43
-0.19 0.32 -0.08
0.47 0.07 0.55
-0.14 0.44 0.01
-0.34 -0.05 0.10
-0.22 -0.16 0.17
0.19 0.47 0.29
0.30 -0.13 -0.15
0.06 0.67 -0.05
0.32 -0.16 -0.09
-0.47 -0.07 0.13
-1.02 0.34 -0.47
0.10 -0.09 0.95
0.01 -0.24 0.06
0.20 -0.06 0.03
-0.01 -0.15 -0.04
0.36 -0.05 0.07
-0.37 1.26 -1.70
1.28 0.34 1.92
-0.75 -0.73 0.57
1.10 1.07 -1.77
-0.51 -0.19 -0.47
0.28 -0.60 0.41
0.02 -0.63 1.63
0.47 1.48 -0.08
-0.62 -1.79 0.31
0.16 -1.50 -0.37
-0.28 0.09 0.49
-0.47 -0.50 -0.19
0.38 0.03 -0.01
-0.05 0.02 -0.28
-0.25 -0.17 -0.15
-0.59 0.50 0.20
-0.19 0.01 0.47
-0.32 -0.19 -0.05
0.16 0.47 0.14
-0.45 -0.07 -0.43
0.91 -0.15 -0.70
0.07 0.20 0.17
0.22 0.78 0.15
-0.38 0.51 -0.28
0.13 -0.12 0.67
-0.35 1.11 -0.18
0.42 -2.55 -1.04
0.44 1.12 0.70
0.07 -2.28 1.38
0.18 0.08 -0.35
-0.22 0.66 0.08
-0.48 0.93 -0.77
1.09 1.74 -0.01
1.06 0.13 1.11
-0.57 0.75 -0.53
-0.51 0.49 -0.09
0.09 0.00 0.56
0.73 -0.21 -0.30
0.13 0.25 0.05
-0.24 0.11 0.09
-0.44 0.42 -0.17
0.26 -0.50 0.01
-0.29 0.10 0.18
-0.61 -0.39 -0.34
-0.25 -0.57 -0.58
-0.26 -0.27 0.09
-0.01 -0.50 -0.29
-0.81 0.22 0.04
0.15 -0.74 -0.10
-0.07 -0.54 0.36
-0.09 1.30 1.13
-1.17 0.10 0.37
0.31 0.59 -1.12
0.89 -1.43 1.77
0.03 0.83 -0.45
-0.70 -0.01 -0.29
1.58 0.57 -0.84
-1.34 -0.63 0.38
-1.53 -0.07 0.93
0.30 -0.92 -0.48
0.13 0.14 -0.99
0.47 0.14 0.04
0.18 -0.26 0.05
0.20 0.18 0.03
-0.03 -0.45 -0.05
-0.20 0.18 -0.13
-0.11 -0.28 0.30
-0.13 -0.19 -0.01
0.42 0.33 -0.43
-0.23 0.36 0.06
0.26 -0.24 -0.54
0.45 0.37 -0.12
0.05 -0.17 0.25
0.38 0.34 -0.32
-0.55 1.42 0.42
0.23 -0.22 -1.22
-0.58 -1.57 0.10
-0.84 0.06 0.19
1.64 -1.29 0.05
-0.89 -0.25 0.99
0.26 0.00 -0.97
1.01 0.94 0.50
-0.80 0.02 -0.43
-0.52 -0.44 -1.58
0.28 -0.35 0.38
0.56 -0.41 -0.30
-0.17 0.10 0.09
0.38 -0.53 0.16
0.24 -0.17 0.50
-0.17 0.84 -0.11
-0.31 0.20 0.28
0.02 0.58 -0.43
0.00 0.08 0.82
-0.03 0.43 -0.02
-0.81 -0.09 0.62
0.93 -0.06 0.20
0.04 0.28 -0.15
0.15 0.18 -0.10
-0.12 -0.13 -0.01
0.10 -1.26 1.50
-0.26 0.16 -0.08
2.26 1.42 -2.56
-0.77 -0.29 1.50
-1.27 0.08 -1.86
0.00 0.34 0.56
0.62 -0.23 -0.15
-0.02 -0.75 2.48
-0.39 -0.41 -1.33
-1.52 -0.87 0.00
0.32 0.75 0.74
-0.12 -0.08 -0.21
-0.23 1.03 0.13
0.12 -0.23 -0.87
-0.76 0.39 0.28
0.37 -0.34 0.69
0.17 0.20 -0.29
0.23 -0.08 0.19
0.11 0.37 0.10
0.16 -0.40 0.36
0.10 0.08 -0.03
0.36 0.13 -0.23
0.16 0.27 -0.55
0.19 0.00 -0.07
0.00 -0.71 -0.36
1.63 -1.59 -0.32
-0.52 0.03 -1.24
-0.63 2.57 1.82
0.37 -2.24 -0.16
-0.54 0.94 1.02
0.12 -0.19 -0.32
-0.60 -0.69 0.04
0.39 -0.23 -0.19
-0.47 0.47 0.25
1.57 0.12 0.03
-0.78 0.81 -0.61
0.28 0.81 -0.11
-0.24 0.59 0.63
-0.34 -0.22 -0.43
-0.51 -0.62 -1.20
0.53 0.35 0.24
-0.13 0.43 0.22
0.05 -0.26 -0.07
-0.08 0.20 0.23
0.00 -0.02 -0.19
0.00 -0.80 0.19
-0.41 0.35 0.20
-0.21 -0.18 -0.04
0.35 -0.24 -0.38
0.20 -0.44 0.56
-0.12 -1.47 -0.20
0.15 1.00 1.03
0.03 0.51 -1.12
0.03 -1.04 -0.20
-0.72 0.31 0.40
-1.09 -0.35 0.67
1.01 0.97 -0.41
1.67 -0.53 -0.82
-0.09 -0.72 0.56
0.83 1.63 -0.51
-1.63 -0.34 0.67
0.22 0.42 0.16
-0.08 0.07 0.11
0.21 0.13 -0.55
-0.27 0.33 0.26
0.51 -0.52 0.01
0.37 0.01 0.56
-0.21 0.00 -0.05
-0.44 0.40 0.14
-0.14 -0.47 -0.38
-0.82 -0.30 -0.41
0.02 -0.05 0.35
0.49 -0.09 0.04
0.31 -0.18 -0.09
0.14 0.40 -0.26
1.61 -3.07 -0.20
-1.74 0.17 1.07
1.94 3.06 -0.21
-0.16 0.30 -0.27
-1.42 -0.16 -0.18
1.45 -0.14 0.03
-0.98 -0.67 -1.62
0.67 -0.44 -0.90
-1.68 1.78 1.30
0.08 -0.94 1.45
1.00 1.63 -1.58
1.09 1.97 3.63
0.36 -1.82 -1.38
-2.57 -2.43 0.05
0.08 0.27 -0.86
1.50 0.64 0.43
-1.29 1.51 -0.63
0.20 0.23 -1.55
0.69 0.82 1.74
-0.75 -3.14 -0.27
0.60 -2.23 0.57
-1.65 1.05 -2.51
-0.37 -1.69 0.89
1.65 1.12 -0.34
-0.58 2.21 1.33

Computed properties:
Total charge ... +3
Expectation value of S² ... 0.7507
Multiplicity ... 2
HOMO (alpha / beta) ... -7.46 / -14.35 eV
Energy ... -166325.4085 eV
Frontier orbital gap (alpha / beta) ... 2.41 / 9.30 eV

C5H8O | ωB97M-V/def2-TZVPD

Positions of all 14 atoms, in Å:
1 C -2.169 0.106 0.340
2 C -0.699 0.521 0.379
3 O -0.335 1.545 0.923
4 C 0.295 -0.373 -0.304
5 C 1.507 0.321 -0.853
6 C 1.664 -0.592 0.318
7 H -2.460 -0.254 -0.661
8 H -2.324 -0.720 1.056
9 H -2.780 0.969 0.637
10 H -0.108 -1.227 -0.836
11 H 1.553 1.378 -0.609
12 H 1.897 0.039 -1.830
13 H 2.132 -1.562 0.141
14 H 1.827 -0.151 1.300

Cartesian forces, eV/Å:
0.22 0.15 0.04
0.08 0.04 0.05
-0.29 -0.43 -0.10
-0.38 -0.23 0.07
0.44 0.20 0.02
0.06 0.04 0.03
0.14 0.15 0.40
0.05 0.26 -0.26
0.14 -0.36 -0.09
-0.04 0.16 -0.08
-0.05 -0.13 -0.18
-0.13 -0.05 0.28
-0.24 0.26 0.14
0.00 -0.06 -0.31

Computed properties:
Structure (SMILES) ... CC(=O)C1CC1
HOMO ... -9.67 eV
Relative energy (zero: lowest compared OMol25 entry of this formula, charge and spin) ... 82.8 kJ/mol
Energy ... -7361.3972 eV
Frontier orbital gap ... 10.76 eV

C13H14Br5NO4S | ωB97M-V/def2-TZVPD

Positions of all 38 atoms, in Å:
1 C 2.576 -1.075 1.885
2 C 3.076 0.202 1.125
3 Br 2.199 1.870 1.657
4 C 4.035 0.178 0.167
5 Br 4.870 -1.553 -0.232
6 O 4.486 1.301 -0.519
7 S 3.620 1.580 -1.982
8 O 2.377 2.216 -1.564
9 O 3.349 0.077 -2.627
10 C 1.945 -0.198 -2.873
11 C 1.286 -0.842 -1.597
12 C 0.028 -1.707 -1.952
13 O -0.207 -2.151 -3.041
14 N -0.959 -1.971 -0.873
15 C -1.618 -0.673 -0.659
16 C -2.637 -0.312 -1.632
17 C -3.295 0.977 -1.465
18 C -2.891 1.816 -0.349
19 C -1.898 1.441 0.637
20 C -1.236 0.154 0.477
21 H 2.194 -0.704 2.874
22 H 1.708 -1.558 1.370
23 H 3.388 -1.813 2.068
24 H 1.369 0.657 -3.294
25 H 1.926 -1.002 -3.661
26 H 2.033 -1.541 -1.118
27 H 1.078 -0.043 -0.847
28 H -0.481 -2.275 -0.021
29 H -2.863 -1.027 -2.452
30 H -4.053 1.263 -2.222
31 H -3.395 2.806 -0.241
32 H -1.588 2.065 1.493
33 H -0.434 -0.223 1.156
34 C -3.931 0.312 4.046
35 Br -3.175 1.684 2.908
36 Br -3.799 0.771 5.923
37 Br -5.747 -0.118 3.539
38 H -3.338 -0.584 3.896

Cartesian forces, eV/Å:
-0.13 1.32 0.52
0.16 -0.92 -0.15
0.68 -1.17 -0.41
-0.61 0.41 1.01
-0.24 1.23 0.01
-0.87 -2.36 -0.09
0.18 1.47 -0.45
0.69 -1.21 -0.50
-0.69 1.37 0.86
-1.07 -2.16 -0.18
0.19 0.08 -0.23
-0.16 -0.09 0.41
0.53 0.46 0.21
0.64 1.36 -0.29
-0.80 0.52 0.51
0.59 1.52 1.83
1.98 -1.30 1.12
0.13 -0.40 -0.23
0.60 -1.94 -2.80
-1.53 0.61 -1.72
0.36 -0.52 -0.85
0.78 0.37 0.18
-0.63 0.61 -0.30
0.64 -0.39 0.67
0.30 0.89 0.68
-0.65 0.58 -0.58
-0.17 -0.71 -0.55
-0.06 0.32 -0.20
0.15 0.72 0.75
0.57 0.07 0.88
0.49 -0.93 -0.08
0.18 -0.10 -1.53
-0.82 0.55 -0.54
-0.14 0.21 0.21
-1.42 -0.63 1.96
-0.04 -0.08 -0.19
0.23 0.08 0.06
-0.06 0.15 -0.01

Computed properties:
HOMO ... -8.75 eV
Energy ... -384431.5791 eV
Frontier orbital gap ... 8.62 eV

C8H10Cl2FNO13V3 | ωB97M-V/def2-TZVPD

Positions of all 38 atoms, in Å:
1 O 3.629 -0.414 -0.964
2 V 2.373 -1.057 -1.681
3 O -1.671 0.557 -3.173
4 V -1.014 -0.753 -2.670
5 V -0.014 -3.058 -0.097
6 C 0.002 -0.233 -0.077
7 O -1.031 -1.048 -0.307
8 O 1.027 -1.048 0.288
9 O 0.484 0.182 -1.278
10 C 0.761 -2.969 -2.882
11 O 1.510 -3.134 -1.771
12 O 0.938 -1.707 -3.271
13 O -0.465 -2.948 -2.274
14 C 2.640 2.032 -5.069
15 N 1.941 1.224 -4.050
16 O 0.753 1.111 -4.121
17 O 2.628 0.626 -3.192
18 H 2.613 1.462 -5.994
19 H 3.668 2.201 -4.770
20 H 2.102 2.970 -5.162
21 C 1.360 0.188 3.156
22 C 1.810 0.730 4.514
23 O 0.649 0.778 5.278
24 C -0.443 0.388 4.549
25 O -1.530 0.255 4.975
26 O -0.061 0.071 3.284
27 F 2.287 2.005 4.321
28 H 1.712 -0.807 2.881
29 H 1.572 0.879 2.343
30 H 2.599 0.197 5.038
31 Cl -4.664 -1.847 1.081
32 C -3.817 -0.469 1.820
33 C -4.379 0.856 1.397
34 Cl -4.048 1.248 -0.297
35 H -2.747 -0.527 1.633
36 H -3.902 -0.565 2.905
37 H -3.850 1.603 2.003
38 H -5.424 1.023 1.633

Cartesian forces, eV/Å:
-2.51 -1.89 -1.31
1.56 2.92 -0.40
0.33 -2.14 0.39
1.61 2.15 1.79
-0.41 1.77 0.23
-1.37 -1.84 -0.63
-1.70 -1.05 -0.83
2.02 -0.14 0.47
1.11 -0.02 -0.85
0.24 1.76 -0.09
0.61 -0.62 2.18
0.01 1.66 -1.70
-2.13 -1.55 0.25
0.54 0.41 0.01
-0.13 -0.93 0.33
-0.02 0.00 0.08
0.28 -0.26 0.08
-0.18 -0.03 -0.02
-0.02 -0.11 0.19
-0.15 -0.03 -0.09
-0.63 -0.38 -0.22
0.41 0.65 -0.30
-0.25 -0.23 -0.23
0.63 -0.30 0.32
-0.40 0.23 -0.04
0.02 0.13 -0.16
-0.19 -0.11 0.07
0.41 0.05 0.32
0.20 0.18 0.18
-0.13 -0.22 0.03
0.24 -0.18 -0.17
-0.05 0.02 0.62
0.65 0.71 0.97
0.00 -0.05 -0.37
-0.08 -0.06 -0.41
-0.30 -0.01 -0.07
0.00 -0.05 -0.25
-0.22 -0.42 -0.35

Computed properties:
Total charge ... +2
Expectation value of S² ... 24.8381
Multiplicity ... 10
HOMO (alpha / beta) ... -15.16 / -15.15 eV
Energy ... -141362.9871 eV
Frontier orbital gap (alpha / beta) ... 5.72 / 3.13 eV